A 9-piece molecular cluster, C65H142N7O6 overall in a non-equilibrium geometry, computed with ωB97M-V with the def2-TZVPD basis set.

Values from the calculation:
Frontier orbital gap (alpha / beta)   0.370 / 0.215 Eh
<S²>   0.76
HOMO energy (alpha / beta)   -20.4 / -20.4 eV
Largest force on an atom   4.0 eV/Å
Total charge   +6
Spin multiplicity   2

Last column: Mulliken spin population.
Element x y z (Å)
C1 -1.034301 -3.503532 9.767103  0.000
C2 6.602599 2.468368 -4.973757  0.000
H1 0.135999 -1.389532 6.612833  0.000
H2 -7.554651 2.586628 -2.061207  0.000
H3 2.850349 -2.925362 1.936183  0.000
C3 1.741889 4.220208 1.848633  0.000
N1 3.063409 -3.080162 -0.270337  0.000
C4 5.445899 1.521808 1.011393  0.000
H4 -4.422761 -5.390532 -6.239347  0.000
H5 -0.159031 -3.739612 7.888893  0.000
H6 -6.420071 3.211748 -3.078407  0.000
H7 6.052959 -6.271072 -0.954347  0.000
H8 -2.455881 -3.925042 6.472283  0.000
H9 0.709979 2.458518 3.722753  0.000
C5 -4.959121 4.456858 -0.984177  0.000
H10 -6.722521 3.738298 -0.011497  0.000
H11 2.253939 1.366258 3.952853  0.000
H12 0.140429 -0.546082 -5.212457  -0.002
H13 -3.351201 1.700338 0.596753  -0.001
N2 6.634119 3.524868 -3.845877  0.000
C6 -0.167431 -1.591312 -5.240777  -0.002
C7 -1.054521 -1.912072 -4.046237  0.003
H14 7.183249 -4.996732 -1.618897  0.000
H15 1.685869 -2.077362 1.024343  0.000
C8 -3.177131 -3.987662 8.538273  0.000
H16 -3.059781 -1.688642 -3.295227  0.001
H17 -5.123771 -0.326532 -6.087767  0.000
H18 -6.054031 1.307618 -0.889827  0.000
C9 -1.567001 -1.169582 5.189023  0.000
H19 7.059159 4.015248 -1.063777  0.000
C10 0.467999 -4.427972 -0.391507  0.000
H20 0.975919 0.848368 -1.397417  -0.001
C11 -2.439941 -1.157282 -4.017417  -0.015
O1 0.060619 0.598458 -1.543647  -0.001
H21 -7.024761 4.807868 -1.379707  0.000
H22 0.019959 4.739438 -1.392927  0.000
H23 -1.318801 -2.967312 -3.977607  0.000
H24 -1.737401 -5.365662 8.798333  0.000
C12 7.291259 2.658048 -2.738087  0.000
H25 -4.762961 4.834318 -1.987747  0.000
H26 -4.337481 -1.602322 -0.519707  0.000
H27 0.744779 4.470608 2.210803  0.000
H28 -3.336361 -2.766372 -7.569997  0.000
H29 -2.909341 -1.549092 2.156123  -0.001
H30 -3.859631 3.268058 1.403363  0.000
C13 -2.129681 4.684988 -1.989797  0.000
H31 3.043469 3.459028 5.042343  0.000
C14 3.677619 -1.643212 -0.454067  0.000
H32 -1.435091 -2.677822 10.355043  0.000
H33 -2.544511 -1.582192 4.939373  0.000
C15 7.839379 3.449018 -1.572457  0.000
H34 5.314469 -3.528762 -1.904757  0.000
H35 5.219229 4.909128 -2.862097  0.000
C16 -3.215771 -4.888172 2.554163  0.000
H36 4.221539 2.541358 3.328313  0.000
H37 -5.995291 -1.211662 2.532443  0.000
H38 0.250219 -0.602432 4.195693  0.000
H39 -6.086711 -2.782352 0.861343  0.000
H40 3.017829 6.102808 4.943123  0.000
H41 -2.806841 -5.056422 -6.767037  0.000
H42 3.491669 0.947828 1.606263  0.000
O2 -1.553671 2.358208 -4.807477  0.379
H43 4.382359 5.574488 3.781563  0.000
C17 2.415759 5.650038 1.739163  0.000
C18 -2.672331 -3.282962 7.326083  0.000
N3 -3.974921 -2.978322 1.056853  0.000
H44 8.732359 6.177248 -3.716467  0.000
H45 -2.583361 -5.080912 10.213633  0.000
H46 -3.557481 0.542748 2.452593  0.000
H47 1.955539 -5.575432 -1.390067  0.000
C19 -5.639861 -4.567342 2.104223  0.000
H48 0.685549 -2.265372 -5.319357  0.000
C20 -0.554151 4.990238 -2.284887  -0.002
H49 5.880759 2.417788 0.568433  0.000
H50 -6.000601 -4.151202 3.044853  0.000
H51 3.046159 -0.848322 -0.850937  0.000
H52 -2.870391 -0.779062 -7.434127  0.000
H53 1.290869 1.528188 2.414093  0.000
H54 -3.516051 1.216348 -1.470357  -0.005
H55 -4.083881 -5.224372 -7.976917  0.000
H56 -2.577351 -5.771582 2.564853  0.000
H57 7.658389 2.331748 -5.207767  0.000
H58 -1.052131 -0.635182 3.117943  0.000
H59 1.717519 4.259788 4.717933  0.000
H60 -0.504441 -1.714992 -3.126087  0.000
C21 -4.040071 2.544988 0.607933  0.001
H61 -3.559121 2.362488 -2.755997  0.007
H62 -2.672071 4.279798 -2.844037  0.002
H63 4.575099 -1.908972 -1.012637  0.000
H64 8.473559 4.119358 -4.905547  0.000
H65 6.175559 2.829268 -5.909427  0.000
C22 2.723769 3.696978 -3.198547  -0.002
H66 -3.781261 -4.868662 8.321573  0.000
C23 -4.497231 -5.539162 2.420883  0.000
O3 1.174759 0.441378 0.271063  0.000
C24 -2.432011 3.731618 -0.858077  0.003
C25 6.335059 -5.218342 -0.971157  0.000
H67 8.135039 2.113288 -3.161607  0.000
H68 4.858539 4.577988 -4.563477  0.000
N4 2.415269 3.328678 2.898353  0.000
C26 4.160749 3.044488 -3.203287  -0.001
H69 3.015709 -3.457352 -2.432467  0.000
C27 -3.555671 -2.319992 -0.271057  0.000
C28 5.119869 -4.455152 -1.364347  0.000
C29 -2.022631 -0.927152 8.297973  0.000
H70 9.641109 4.126228 -2.554867  0.000
C30 8.075149 5.430718 -3.270527  0.000
H71 2.620909 4.764338 -3.002947  0.000
O4 0.138869 2.885178 -6.056217  0.630
H72 3.504869 2.342778 0.504763  0.000
C31 3.974399 1.899218 1.382773  0.000
H73 3.377719 5.543868 1.237713  0.000
C32 0.022889 0.371458 -0.240107  -0.003
H74 -6.522621 -5.193442 1.974483  0.000
C33 3.337479 5.511068 4.085353  0.000
H75 -3.727551 -3.000832 -1.104727  0.000
H76 6.468389 1.961998 -2.575307  0.000
C34 4.206729 -4.161882 -0.104487  0.000
H77 1.455989 6.574438 3.384573  0.000
O5 -1.028871 0.024418 0.312973  -0.001
H78 4.273339 2.673078 -2.184727  0.000
H79 -0.402511 4.267148 -3.086297  -0.005
H80 -0.140331 -3.579972 -0.706027  0.000
H81 -1.143041 -0.467462 8.748643  0.000
H82 7.326429 6.095108 -2.839127  0.000
C35 1.447289 -4.614812 -1.473667  0.000
H83 -3.098831 -4.365172 3.503323  0.000
H84 -4.448791 -2.945732 -4.687537  0.000
H85 -1.897421 -3.687062 1.357803  0.000
H86 -4.091601 0.708248 -5.009567  0.000
H87 -5.152631 1.130258 2.816713  0.000
C36 -6.383901 4.006378 -1.012277  0.000
C37 -0.773121 -1.895502 6.287893  0.000
H88 -1.908701 2.831898 -1.181707  -0.002
H89 1.955609 3.169528 -2.633027  0.003
H90 9.164769 5.214178 -1.327407  0.000
H91 -0.328771 -1.364702 -7.362727  0.000
H92 -2.222771 0.204398 -6.201457  -0.007
H93 -2.859681 -4.760642 0.390443  0.000
C38 -5.014171 -0.894712 2.178833  0.000
H94 -2.414251 -0.245972 7.542503  0.000
H95 -5.817451 0.924018 -2.633847  0.000
C39 1.622969 2.005968 3.335803  0.000
H96 -5.497451 -4.158012 -0.002107  0.000
H97 -2.575731 -1.848052 -0.199737  0.000
H98 -4.450941 -6.273082 1.616323  0.000
C40 1.138479 -4.155132 0.977013  0.000
C41 -4.556461 -0.266262 -5.158987  0.000
H99 -0.290511 -2.169882 3.701213  0.000
H100 4.821919 -3.731242 0.685573  0.000
H101 -4.747551 5.181308 -0.197717  0.000
H102 8.147249 2.620518 -0.934577  0.000
H103 -2.134221 4.194968 0.082523  0.000
C42 2.269539 -2.997892 1.016673  0.000
H104 -4.015911 -2.528582 3.228513  0.000
H105 2.892659 7.401738 2.918333  0.000
H106 -1.840311 -0.121762 5.313433  0.000
C43 -4.496911 0.267188 2.931803  0.000
H107 -4.738511 -6.154552 3.287593  0.000
C44 -0.355731 2.378558 -5.070117  -0.033
H108 5.501219 0.642708 0.369343  0.000
C45 -5.613551 1.633688 -1.832037  0.000
C46 -4.067151 2.084168 -1.832667  -0.001
H109 1.840029 6.304478 1.084673  0.000
H110 0.288169 -2.195412 8.803163  0.000
C47 7.628659 4.603088 -4.415387  0.000
H111 -2.214231 -0.112902 -3.801947  0.006
H112 -5.048951 2.146058 0.713413  0.000
C48 2.679339 4.092198 4.233273  0.000
C49 -0.492381 -2.878382 8.467913  0.000
N5 -3.920171 3.247488 -0.759787  0.000
C50 2.294709 -3.352802 -1.621707  0.000
H113 -2.717521 -1.199442 9.092373  0.000
H114 -5.153011 -0.728782 -4.372657  0.000
C51 2.487309 6.402368 3.076573  0.000
H115 3.973019 -1.215252 0.503903  0.000
C52 -2.090041 -4.534882 9.409523  0.000
C53 -5.384481 -3.612752 0.934933  0.000
H116 -0.298551 -5.189532 -0.248197  0.000
H117 -1.193821 -2.746672 -6.789177  0.000
C54 -6.510921 2.899988 -2.037907  0.000
C55 8.756009 4.598488 -2.128627  0.000
H118 1.718349 -2.477142 -1.920247  0.000
H119 -3.465121 -2.738292 6.813333  0.000
H120 1.572749 -5.033882 1.453783  0.000
H121 0.886869 -4.694632 -2.405157  0.000
H122 4.141299 2.146848 -3.821337  0.000
H123 -0.089221 1.833228 -3.337517  0.009
H124 -5.170061 -0.525032 1.165353  0.000
N6 -3.300651 -1.246592 -5.315217  0.001
H125 -0.281001 6.026188 -2.485617  0.000
H126 -0.273431 -3.981152 10.384393  0.000
C56 -4.062641 -3.203772 -6.884947  0.000
H127 -5.008061 -2.797942 -7.244937  0.000
H128 -3.847921 -3.321952 9.081393  0.000
C57 3.888819 3.013538 2.403953  0.000
H129 -4.398821 -0.006172 3.982393  0.000
C58 -3.693771 -2.761412 -5.451777  0.000
H130 6.728659 -5.027992 0.027313  0.000
H131 -2.917831 -3.436482 -5.090817  0.000
H132 4.411169 3.892248 2.025643  0.000
H133 -0.322771 -2.806082 5.892783  0.000
C59 -2.899671 -4.104162 1.259663  0.000
N7 -1.550891 -2.228892 7.560043  0.000
H134 5.964579 1.237468 1.926943  0.000
H135 1.713549 3.700408 0.890973  0.000
C60 -3.852041 -4.836842 -6.984867  0.000
O6 0.412759 1.771468 -4.153487  0.034
H136 -2.542821 5.681838 -1.835827  0.000
C61 -2.332691 -0.841492 -6.488037  0.003
H137 6.140569 1.553298 -4.603257  0.000
H138 2.341939 3.698128 -4.219477  0.000
C62 -3.898371 -1.987362 2.289693  0.001
C63 5.242069 4.145378 -3.639437  0.000
C64 -1.039511 -1.684262 -6.600607  0.000
H139 7.024009 5.072918 -5.191117  0.000
H140 3.675329 -5.097122 0.071733  0.000
C65 -0.648901 -1.177122 3.973403  0.000
H141 0.395449 -3.846702 1.712443  0.000
H142 4.587289 -5.039832 -2.114417  0.000

Atomic forces in eV per Å
C -1.0 0.1 -0.3
C 0.3 0.7 0.0
H -0.3 0.7 0.0
H -0.1 -0.3 0.3
H 0.6 -0.7 -0.4
C 0.0 1.4 1.0
N 1.0 2.1 -0.9
C -1.0 0.8 0.9
H -0.3 0.2 -0.1
H 0.6 0.3 -0.2
H 0.5 0.7 0.0
H 0.6 -0.1 -0.3
H 1.3 -0.4 0.4
H 0.2 -0.4 0.9
C 1.0 -0.8 0.0
H -0.2 -0.2 -0.1
H -0.2 0.4 0.1
H 0.4 -0.1 0.3
H 0.3 0.3 0.1
N 1.1 -0.9 -2.6
C -2.0 0.2 -1.6
C -0.9 -0.2 -0.2
H -0.2 -0.5 -0.3
H 0.2 0.4 -0.6
C -0.7 0.4 0.9
H 0.0 0.6 0.4
H 0.1 0.2 0.0
H 1.1 -0.9 0.2
C 0.5 0.1 -0.6
H -0.5 -0.4 0.3
C -0.7 1.0 1.8
H 1.5 0.6 -1.8
C 0.6 -0.6 -0.7
O -0.7 0.8 -2.1
H 0.2 0.3 0.3
H 0.1 -0.4 0.0
H 0.4 -0.2 -0.3
H 1.1 0.0 0.1
C -1.2 1.3 -0.3
H 0.6 0.2 0.3
H 0.2 0.6 0.4
H -0.3 -0.6 0.0
H 0.1 -0.2 0.0
H 0.0 0.1 0.3
H 0.2 -0.1 -0.1
C 0.3 2.1 -0.4
H 1.2 -0.5 -0.8
C 1.1 -1.6 0.5
H -0.3 -0.2 0.4
H 0.1 -0.8 0.2
C -1.2 1.2 -0.9
H 0.4 0.2 0.2
H 0.6 0.0 -0.1
C 1.9 -0.5 -0.9
H 1.1 0.8 0.1
H 0.2 -0.3 0.2
H 0.2 0.0 0.2
H 0.0 0.0 0.3
H 1.3 -0.7 1.0
H 0.1 0.1 -0.2
H -0.5 0.4 0.4
O -1.8 0.8 -1.0
H -0.1 -0.2 0.6
C -0.1 -0.4 -0.2
C -0.6 1.3 -1.8
N 1.3 -1.1 -0.4
H 0.6 -0.1 0.3
H 0.3 0.5 0.5
H 0.3 0.1 0.6
H 0.6 0.3 0.0
C -0.8 -0.8 1.0
H 0.0 0.2 0.1
C -2.1 -1.7 0.8
H 0.5 -0.4 -0.1
H 0.5 1.1 0.0
H -0.5 -0.8 -0.5
H -0.3 -0.4 0.2
H 0.4 -0.4 -0.1
H 0.4 0.3 0.4
H -0.1 0.2 0.1
H 1.0 0.4 0.2
H -0.2 -0.5 0.1
H -0.2 -0.3 -0.2
H -0.6 0.4 -0.7
H -0.3 0.4 0.3
C -0.6 0.7 -1.0
H -0.8 0.4 -0.2
H 0.6 0.2 -0.6
H -0.1 0.9 -0.3
H -0.1 -0.3 0.2
H -0.5 0.2 0.3
C 0.2 0.0 -1.5
H -0.2 0.3 -0.8
C -2.8 -0.7 -0.6
O 0.5 0.4 0.6
C -0.4 0.1 -0.7
C 0.9 -0.6 0.7
H -0.2 0.1 -0.5
H 0.6 0.0 -0.2
N 1.9 -0.1 0.7
C -0.7 1.4 0.6
H 0.4 -0.1 0.5
C -1.9 0.3 0.7
C -1.8 1.4 0.2
C 0.4 -1.0 -0.9
H 0.2 0.0 -0.2
C 0.6 0.9 1.2
H 0.7 0.0 0.7
O 0.3 0.9 -1.8
H -0.2 -0.6 -0.5
C 0.3 0.0 -1.5
H 0.2 0.2 0.2
C -0.9 -1.9 3.4
H -0.1 0.1 -1.1
C -2.5 0.9 -0.9
H 0.7 -0.7 0.4
H 0.3 -0.2 0.8
C -0.1 0.6 -1.7
H 0.0 -0.2 0.5
O -0.7 0.2 -0.1
H 0.7 0.2 0.1
H 1.0 0.5 -0.1
H -0.1 0.6 0.3
H 0.0 -0.2 -0.1
H -0.6 -0.3 -0.1
C 0.0 -0.2 -1.4
H 0.2 0.3 -0.3
H -0.6 0.3 -0.3
H -0.2 0.7 -0.2
H -0.5 0.0 0.3
H -0.1 -0.1 0.4
C 0.3 -0.6 -0.2
C -1.0 0.3 0.5
H 0.3 -0.3 1.1
H 0.4 -0.1 0.3
H -0.4 0.2 -0.1
H -0.7 0.4 -0.4
H 0.9 0.1 -0.2
H -0.6 0.1 0.0
C 0.4 -0.9 -0.6
H -0.4 -0.2 0.3
H 0.1 -0.1 0.2
C 0.1 2.4 -2.3
H 0.6 0.0 -0.1
H 0.0 -0.1 0.0
H 0.1 0.0 -0.3
C 1.1 0.9 1.0
C 2.0 -2.1 -1.0
H -0.3 -0.1 -0.2
H -0.2 -0.6 0.3
H 0.2 0.0 -0.2
H 1.0 0.7 0.5
H 0.0 -0.6 0.2
C -3.3 -1.3 -1.6
H 0.2 -0.2 -0.4
H 0.4 -0.2 0.2
H 0.4 0.1 0.9
C 0.0 1.0 0.4
H -0.2 0.2 0.2
C 0.4 -1.8 3.1
H -0.1 0.3 -0.3
C 0.2 2.7 -0.6
C -2.1 -0.3 1.9
H -0.4 -0.5 -0.4
H 0.0 0.3 -0.9
C -1.6 -0.8 0.8
H -0.6 0.1 0.1
H 0.1 0.2 0.0
C -1.0 1.6 0.0
C -0.2 -1.6 1.0
N 0.7 -0.6 -0.5
C 0.4 -0.9 1.2
H -0.1 0.1 -0.4
H 0.2 0.5 0.2
C 0.7 -1.9 -0.9
H 0.1 -0.6 0.3
C -0.4 -0.7 -0.1
C 0.3 -0.1 0.7
H 0.5 -0.6 -0.2
H -0.5 0.1 -0.1
C -0.8 -1.4 -1.1
C 0.7 -1.1 -0.5
H -0.3 0.0 0.7
H -0.3 0.6 0.6
H 0.0 -0.4 -0.5
H 0.1 -0.1 -0.3
H 0.1 0.3 -0.3
H -0.2 -0.5 0.8
H 0.1 -0.5 -0.4
N 1.3 -1.3 0.0
H -0.6 -0.2 -0.5
H 0.4 0.3 -0.4
C 0.8 -1.6 0.3
H -0.3 -0.5 0.3
H 0.0 0.1 0.2
C -1.3 -2.5 1.3
H 0.3 0.5 0.1
C -0.7 0.3 -0.4
H -0.3 0.4 0.2
H 0.7 0.7 -0.3
H -0.2 0.0 0.7
H -0.7 -0.4 0.0
C -0.5 0.3 1.8
N 0.9 -0.1 1.3
H 0.3 0.2 0.0
H 0.0 -0.2 0.2
C -0.4 1.9 0.3
O 1.1 0.3 -0.9
H -0.4 -0.1 0.3
C -0.6 0.5 0.4
H 0.0 0.2 -0.3
H 0.0 -0.3 -0.2
C -1.5 0.0 -2.4
C -1.0 -2.4 1.2
C 1.1 0.0 2.3
H 0.3 0.5 0.1
H 0.2 0.2 0.9
C 0.4 0.5 -0.3
H -0.2 0.2 0.0
H -0.3 -0.1 0.2